(1)
ORCA calculation (the ωB97M-V functional and the def2-TZVPD basis) on 3 unconnected molecules or ions with the total composition C24H55BrNO17P3S2 at a distorted geometry.

Structure (XYZ):
```
103
Properties=species:S:1:pos:R:3:lowdin_charge:R:1
C -2.034 0.158 -5.584 -0.092
C -1.606 -1.238 -6.216 -0.241
O -0.338 -1.159 -6.920 -0.167
C 0.646 -0.637 -6.018 -0.223
C 2.094 -1.245 -6.300 -0.156
O 3.156 -0.472 -5.714 -0.167
C 2.849 -0.096 -4.357 -0.187
C 4.242 -0.003 -3.601 -0.209
O 4.552 1.354 -3.216 -0.179
C 5.771 1.307 -2.450 -0.174
C 5.656 1.957 -1.004 -0.191
C 4.835 3.308 -1.071 -0.176
O 4.459 3.873 0.202 -0.205
S 3.523 2.872 1.135 0.737
O 4.082 2.991 2.524 -0.300
O 2.090 3.306 1.239 -0.295
C 3.646 1.080 0.550 -0.591
P 2.469 0.700 -0.891 0.674
O 1.719 2.148 -1.415 -0.347
Br 0.680 -0.541 -0.191 0.347
S 3.420 -0.017 2.057 0.665
C 3.356 -1.822 1.632 -0.170
O 4.560 0.104 3.032 -0.338
O 2.148 0.356 2.786 -0.380
C 5.203 0.941 0.153 -0.372
N 5.623 -0.453 -0.046 0.055
H -3.145 0.218 -5.378 0.071
H -1.717 1.017 -6.245 0.088
H -1.516 0.260 -4.580 0.068
H -2.425 -1.536 -6.935 0.123
H -1.489 -2.014 -5.407 0.121
H 0.362 -1.001 -4.978 0.110
H 0.705 0.486 -5.984 0.131
H 2.159 -2.285 -5.851 0.135
H 2.290 -1.263 -7.415 0.139
H 2.249 -0.892 -3.819 0.123
H 2.344 0.908 -4.284 0.132
H 5.056 -0.502 -4.204 0.141
H 4.147 -0.606 -2.648 0.068
H 6.177 0.263 -2.454 0.112
H 6.534 1.939 -3.010 0.143
H 6.719 2.255 -0.734 0.157
H 5.531 4.068 -1.546 0.152
H 3.948 3.272 -1.776 0.126
H 0.825 1.938 -1.741 0.048
H 4.407 -2.203 1.823 0.075
H 2.681 -2.398 2.319 0.090
H 3.156 -2.014 0.541 0.031
H 5.747 1.294 1.088 0.150
H 4.997 -0.977 -0.657 0.060
H 6.593 -0.490 -0.360 0.100
O -6.321 -2.548 -4.632 -0.240
P -6.792 -1.309 -3.869 0.719
O -8.068 -2.014 -3.076 -0.226
C -7.774 -2.820 -1.939 -0.298
C -7.244 -1.995 -0.780 -0.088
O -7.596 -0.675 -5.175 -0.278
C -7.336 -1.088 -6.512 -0.287
C -8.288 -2.197 -6.921 -0.071
O -7.120 0.130 -3.014 -0.241
C -7.732 1.289 -3.579 -0.284
C -9.241 1.159 -3.668 -0.068
H -7.060 -3.602 -2.217 0.109
H -8.705 -3.309 -1.644 0.119
H -6.268 -1.561 -1.018 0.067
H -7.130 -2.615 0.113 0.079
H -7.920 -1.169 -0.551 0.080
H -6.293 -1.380 -6.643 0.101
H -7.498 -0.219 -7.156 0.117
H -8.296 -3.018 -6.204 0.074
H -8.025 -2.590 -7.906 0.078
H -9.311 -1.814 -6.967 0.077
H -7.281 1.538 -4.541 0.111
H -7.498 2.124 -2.913 0.118
H -9.559 0.251 -4.182 0.070
H -9.668 2.015 -4.195 0.082
H -9.671 1.107 -2.666 0.079
O 2.001 2.209 9.514 -0.244
P 2.734 1.245 8.579 0.720
O 1.518 0.991 7.481 -0.224
C 1.265 2.021 6.527 -0.288
C 2.407 2.172 5.540 -0.082
O 2.524 -0.085 9.553 -0.276
C 2.172 0.018 10.927 -0.291
C 0.667 -0.067 11.099 -0.075
O 3.790 0.334 7.596 -0.233
C 4.229 -0.990 7.887 -0.286
C 3.196 -2.036 7.508 -0.069
H 1.075 2.965 7.048 0.107
H 0.354 1.746 5.993 0.119
H 3.314 2.530 6.039 0.074
H 2.148 2.887 4.756 0.082
H 2.646 1.215 5.075 0.059
H 2.581 0.925 11.376 0.104
H 2.641 -0.823 11.445 0.115
H 0.138 0.639 10.458 0.074
H 0.383 0.118 12.138 0.076
H 0.314 -1.064 10.819 0.075
H 4.544 -1.078 8.928 0.110
H 5.127 -1.162 7.286 0.117
H 2.214 -1.838 7.941 0.070
H 3.519 -3.027 7.834 0.079
H 3.054 -2.044 6.425 0.075
```

## Properties
2S+1 = 1
E_tot = -6675.49378 a.u.
structure (SMILES) = CCOCCOCCOC[C@H]1COS(=O)(=O)[C@](P(O)Br)(S(C)(=O)=O)[C@H]1N.CCOP(=O)(OCC)OCC.CCOP(=O)(OCC)OCC

(2)
ORCA calculation (the ωB97M-V functional and the def2-TZVPD basis) on 5 unconnected molecules or ions with the total composition C24H55N2O7 at a distorted geometry.

Structure (XYZ):
```
88
Properties=species:S:1:pos:R:3:lowdin_charge:R:1
O 3.979 -3.094 3.464 -0.069
C 3.105 -2.424 4.380 -0.245
C 3.297 -0.916 4.300 -0.162
C 2.028 -0.055 4.374 -0.167
C 0.900 -0.471 3.404 -0.113
C -0.292 -1.041 4.087 -0.149
C -0.443 -2.178 4.820 0.017
N -1.741 -2.273 5.239 0.164
C -2.420 -1.224 4.783 -0.237
C -3.882 -1.081 5.088 -0.075
O -4.688 -1.298 3.932 -0.100
O -4.047 -2.263 3.125 -0.015
N -1.592 -0.462 4.098 0.240
H 3.428 -3.575 2.844 0.086
H 3.345 -2.783 5.379 0.122
H 2.090 -2.728 4.148 0.081
H 3.938 -0.601 5.116 0.115
H 3.829 -0.706 3.379 0.120
H 2.341 0.941 4.082 0.111
H 1.673 0.033 5.397 0.114
H 1.262 -1.177 2.665 0.128
H 0.597 0.408 2.844 0.115
H 0.285 -2.916 5.084 0.129
H -2.112 -3.024 5.794 0.184
H -4.119 -1.849 5.820 0.134
H -4.130 -0.092 5.451 0.147
H -4.328 -3.142 3.427 0.120
H -1.849 0.402 3.646 0.190
C 4.806 -6.111 4.675 -0.072
C 3.548 -6.929 4.442 -0.282
O 3.105 -6.924 3.095 -0.174
C 4.010 -7.475 2.150 -0.282
C 4.337 -8.937 2.393 -0.077
H 4.679 -5.111 4.263 0.052
H 5.017 -6.036 5.742 0.081
H 5.680 -6.556 4.196 0.073
H 2.723 -6.495 5.012 0.111
H 3.673 -7.955 4.806 0.108
H 4.926 -6.876 2.103 0.109
H 3.515 -7.368 1.184 0.117
H 4.909 -9.080 3.310 0.068
H 4.933 -9.329 1.568 0.080
H 3.423 -9.526 2.474 0.083
C -0.288 1.186 -2.256 -0.078
C 0.240 0.724 -0.911 -0.272
O -0.626 1.019 0.177 -0.179
C -1.908 0.431 0.136 -0.287
C -1.895 -1.087 0.148 -0.072
H -0.554 2.244 -2.222 0.084
H 0.469 1.041 -3.027 0.086
H -1.177 0.629 -2.558 0.071
H 1.170 1.245 -0.686 0.119
H 0.472 -0.347 -0.935 0.109
H -2.487 0.806 -0.714 0.115
H -2.411 0.800 1.035 0.105
H -1.490 -1.500 -0.777 0.074
H -2.911 -1.468 0.261 0.077
H -1.284 -1.458 0.975 0.065
C -2.189 2.861 -6.670 -0.072
C -0.922 2.624 -5.865 -0.281
O 0.017 1.779 -6.504 -0.163
C 0.522 2.248 -7.742 -0.281
C 1.267 3.568 -7.642 -0.078
H -2.636 1.915 -6.978 0.083
H -2.912 3.415 -6.070 0.068
H -1.993 3.442 -7.572 0.069
H -1.177 2.119 -4.933 0.100
H -0.459 3.578 -5.589 0.109
H -0.282 2.314 -8.484 0.108
H 1.203 1.470 -8.087 0.118
H 0.603 4.394 -7.381 0.066
H 1.732 3.809 -8.599 0.077
H 2.044 3.511 -6.879 0.081
C -3.004 6.057 -1.992 -0.080
C -1.926 6.682 -2.862 -0.283
O -1.958 6.255 -4.210 -0.168
C -3.143 6.558 -4.926 -0.287
C -3.432 8.045 -5.046 -0.076
H -2.981 4.969 -2.080 0.075
H -2.848 6.329 -0.948 0.075
H -4.003 6.392 -2.276 0.067
H -0.944 6.387 -2.491 0.117
H -1.971 7.775 -2.804 0.109
H -3.999 6.031 -4.490 0.108
H -2.992 6.139 -5.921 0.112
H -3.676 8.492 -4.081 0.067
H -4.281 8.209 -5.709 0.079
H -2.566 8.570 -5.447 0.084
```

## Properties
2S+1 = 1
net charge = +1
E_tot = -1583.22978 a.u.
energy relative to the best compared isomer or geometry (same formula, charge and spin) = 0.00 kcal/mol

(3)
ORCA calculation (the ωB97M-V functional and the def2-TZVPD basis) on 4 unconnected molecules or ions with the total composition C24H56ClI2N3OSi at a distorted geometry.

Structure (XYZ):
```
88
Properties=species:S:1:pos:R:3:lowdin_charge:R:1
C 4.268 -5.530 2.881 -0.197
C 2.924 -4.791 3.348 -0.798
I 2.439 -3.333 1.798 0.816
C 1.756 -5.908 3.370 -0.872
I 1.161 -6.465 1.318 0.782
Si 0.245 -5.421 4.423 0.253
Cl 0.967 -4.464 6.217 0.241
C -0.969 -4.199 3.643 -0.266
C -2.409 -4.990 3.276 -0.238
C -2.620 -5.360 1.653 -0.062
O -2.256 -6.392 2.845 -0.230
H 5.082 -5.490 3.674 0.086
H 4.681 -4.967 1.984 0.035
H 4.081 -6.586 2.537 0.058
H 3.053 -4.284 4.346 0.050
H 2.200 -6.851 3.835 0.062
H -0.488 -6.628 4.863 0.001
H -1.350 -3.431 4.398 0.081
H -0.646 -3.624 2.743 0.036
H -3.361 -4.676 3.886 0.153
H -1.819 -4.575 1.411 0.034
H -2.120 -6.144 1.020 0.096
C 2.082 -1.852 -1.871 -0.108
C 1.411 -0.921 -2.872 -0.269
N 0.017 -0.640 -2.558 -0.190
C -0.706 -0.006 -3.654 -0.245
C -0.255 1.386 -4.095 -0.086
C -0.243 -0.087 -1.234 -0.243
C 0.463 1.215 -0.852 -0.080
H 1.512 -2.777 -1.748 0.076
H 3.081 -2.119 -2.223 0.076
H 2.197 -1.381 -0.891 0.035
H 1.457 -1.414 -3.849 0.119
H 2.006 -0.002 -2.957 0.100
H -1.773 0.030 -3.408 0.100
H -0.646 -0.671 -4.524 0.113
H -0.548 2.152 -3.377 0.049
H -0.732 1.642 -5.044 0.057
H 0.824 1.444 -4.249 0.070
H 0.023 -0.846 -0.490 0.097
H -1.322 0.046 -1.104 0.115
H 1.525 1.205 -1.105 0.068
H 0.389 1.367 0.229 0.067
H 0.001 2.081 -1.325 0.055
C 3.788 3.442 5.352 -0.093
C 3.238 2.034 5.544 -0.274
N 2.438 1.564 4.421 -0.193
C 1.671 0.361 4.721 -0.247
C 2.447 -0.917 5.038 -0.102
C 3.090 1.581 3.117 -0.245
C 4.392 0.796 2.960 -0.082
H 2.988 4.149 5.117 0.079
H 4.273 3.779 6.272 0.072
H 4.535 3.483 4.556 0.064
H 2.606 2.056 6.438 0.118
H 4.071 1.354 5.767 0.099
H 0.981 0.159 3.894 0.110
H 1.021 0.581 5.576 0.110
H 2.894 -1.348 4.142 -0.005
H 1.764 -1.668 5.445 0.038
H 3.231 -0.754 5.780 0.072
H 3.290 2.624 2.850 0.102
H 2.380 1.242 2.355 0.106
H 5.089 0.970 3.783 0.068
H 4.896 1.104 2.039 0.073
H 4.213 -0.277 2.878 0.039
C -6.286 4.735 -6.543 -0.093
C -5.646 3.838 -5.491 -0.274
N -4.271 3.470 -5.798 -0.193
C -3.763 2.385 -4.968 -0.247
C -3.633 2.640 -3.467 -0.085
C -3.345 4.574 -6.019 -0.246
C -3.181 5.603 -4.901 -0.085
H -6.211 4.292 -7.538 0.079
H -7.345 4.875 -6.316 0.072
H -5.825 5.726 -6.568 0.064
H -6.249 2.925 -5.440 0.118
H -5.731 4.323 -4.509 0.099
H -2.793 2.058 -5.354 0.089
H -4.421 1.518 -5.106 0.113
H -2.789 3.293 -3.240 0.050
H -3.450 1.695 -2.949 0.061
H -4.538 3.075 -3.040 0.069
H -3.660 5.106 -6.923 0.101
H -2.359 4.173 -6.277 0.114
H -4.138 5.929 -4.488 0.067
H -2.678 6.492 -5.292 0.073
H -2.563 5.223 -4.087 0.054
```

## Properties
2S+1 = 1
E_tot = -2532.37932 a.u.

(4)
ORCA calculation (the ωB97M-V functional and the def2-TZVPD basis) on 8 unconnected molecules or ions with the total composition C24H56FN7O10S at a distorted geometry.

Structure (XYZ):
```
99
Properties=species:S:1:pos:R:3:lowdin_charge:R:1
C 0.779 -2.530 -4.743 -0.038
C 2.238 -2.102 -4.407 -0.334
F 2.592 -2.451 -3.086 -0.046
C 2.563 -0.606 -4.698 -0.203
O 1.675 0.289 -3.956 -0.337
S 1.935 1.887 -4.463 0.982
O 1.039 2.102 -5.647 -0.436
O 3.464 2.035 -5.102 -0.303
H 0.716 -3.637 -4.585 0.090
H 0.026 -2.051 -4.078 0.079
H 0.535 -2.351 -5.821 0.093
H 2.932 -2.701 -5.053 0.146
H 3.628 -0.452 -4.383 0.124
H 2.399 -0.379 -5.779 0.126
H 3.370 2.013 -6.072 0.080
C -0.069 -2.930 -1.299 -0.365
O -0.890 -3.475 -2.017 -0.009
N -0.357 -2.061 -0.303 -0.182
C 0.682 -1.453 0.504 -0.043
C -1.741 -1.718 -0.028 -0.039
H 1.011 -3.108 -1.414 0.117
H 0.529 -1.720 1.552 0.091
H 0.633 -0.367 0.398 0.083
H 1.668 -1.797 0.189 0.084
H -2.293 -2.625 0.227 0.076
H -2.186 -1.278 -0.924 0.095
H -1.796 -1.008 0.797 0.049
C 4.341 3.866 -2.618 -0.362
O 3.466 3.781 -1.772 -0.007
N 5.230 4.880 -2.720 -0.185
C 6.244 4.905 -3.757 -0.066
C 5.165 5.970 -1.764 -0.044
H 4.480 3.097 -3.388 0.093
H 7.234 4.925 -3.292 0.088
H 6.112 5.804 -4.367 0.090
H 6.167 4.019 -4.395 0.051
H 5.299 5.575 -0.754 0.090
H 4.184 6.446 -1.823 0.092
H 5.941 6.704 -1.974 0.085
C 7.662 1.365 -4.279 -0.318
O 7.004 2.324 -4.638 -0.011
N 7.699 0.876 -3.018 -0.191
C 8.508 -0.272 -2.661 -0.056
C 6.903 1.524 -1.989 -0.023
H 8.299 0.801 -4.978 0.135
H 7.862 -1.061 -2.271 0.092
H 9.229 0.018 -1.893 0.091
H 9.047 -0.651 -3.529 0.084
H 5.850 1.494 -2.273 0.087
H 7.208 2.569 -1.898 0.093
H 7.037 1.021 -1.033 0.093
C -1.961 -4.364 2.438 -0.353
O -2.918 -3.642 2.635 0.008
N -1.143 -4.858 3.400 -0.201
C -0.018 -5.717 3.087 -0.060
C -1.405 -4.515 4.785 -0.045
H -1.675 -4.685 1.423 0.132
H -0.146 -6.677 3.592 0.087
H 0.903 -5.244 3.435 0.089
H 0.052 -5.885 2.013 0.085
H -2.406 -4.855 5.060 0.091
H -1.362 -3.431 4.904 0.093
H -0.669 -4.983 5.437 0.085
C 0.290 2.268 2.727 -0.363
O 0.962 1.499 3.386 0.001
N 0.708 2.903 1.604 -0.196
C -0.151 3.808 0.868 -0.057
C 2.058 2.668 1.124 -0.039
H -0.747 2.516 3.002 0.123
H -0.278 3.436 -0.151 0.090
H 0.310 4.798 0.837 0.088
H -1.128 3.884 1.343 0.081
H 2.188 1.604 0.915 0.082
H 2.773 2.958 1.898 0.092
H 2.247 3.243 0.219 0.060
C -3.595 0.351 2.439 -0.321
O -2.561 0.437 1.803 -0.018
N -4.835 0.521 1.928 -0.188
C -6.027 0.402 2.744 -0.067
C -4.977 0.831 0.517 -0.031
H -3.599 0.120 3.515 0.138
H -6.658 -0.393 2.343 0.082
H -6.575 1.346 2.718 0.098
H -5.769 0.167 3.777 0.082
H -4.532 0.030 -0.076 0.088
H -4.449 1.761 0.296 0.092
H -6.028 0.937 0.256 0.090
C -8.963 -0.852 3.929 -0.356
O -9.370 -0.177 3.005 0.018
N -9.744 -1.496 4.828 -0.202
C -9.185 -2.286 5.908 -0.058
C -11.186 -1.392 4.705 -0.043
H -7.886 -0.997 4.112 0.110
H -9.532 -3.318 5.817 0.090
H -9.517 -1.875 6.864 0.089
H -8.096 -2.272 5.873 0.084
H -11.495 -1.777 3.731 0.094
H -11.480 -0.342 4.772 0.093
H -11.676 -1.959 5.494 0.086
```

## Properties
2S+1 = 1
E_tot = -2581.77197 a.u.
energy relative to the best compared isomer or geometry (same formula, charge and spin) = 12.19 kcal/mol

(5)
ORCA calculation (the ωB97M-V functional and the def2-TZVPD basis) on a molecular structure, C24H56GeN3O7PS2Si3Ti at a distorted geometry.

Structure (XYZ):
```
98
Properties=species:S:1:pos:R:3:lowdin_charge:R:1
Ti -0.835 -0.001 -0.757 0.802
N -0.397 -0.717 -2.758 -0.051
C -1.157 -0.011 -3.818 -0.122
C -2.341 0.674 -3.158 -0.541
O -3.453 0.683 -3.664 0.038
N -1.936 1.260 -1.995 -0.138
C -2.987 1.677 -1.062 -0.145
C -2.710 0.779 0.127 -0.572
O -2.642 1.278 1.344 0.064
O -2.636 -0.478 -0.049 -0.085
H -0.783 -1.662 -2.670 -0.041
H 0.564 -0.902 -3.020 0.097
H -0.524 0.753 -4.265 0.109
H -1.500 -0.689 -4.593 0.121
H -2.906 2.719 -0.763 0.092
H -3.971 1.472 -1.489 0.134
C 3.041 1.883 1.646 -0.203
Si 2.506 2.444 -0.076 0.325
C 3.250 1.264 -1.327 -0.213
C 3.404 4.072 -0.364 -0.231
Ge 0.123 2.557 -0.215 0.676
Si -0.452 3.825 1.691 0.294
C 0.793 5.183 2.038 -0.228
C -0.565 2.824 3.281 -0.215
C -2.116 4.662 1.455 -0.222
Si -0.162 4.084 -2.030 0.319
C 0.511 5.809 -1.692 -0.232
C 0.812 3.364 -3.481 -0.225
C -1.909 4.426 -2.632 -0.223
H 4.005 2.337 1.904 0.028
H 3.160 0.795 1.688 0.018
H 2.316 2.179 2.411 0.001
H 4.308 1.085 -1.098 0.034
H 3.185 1.686 -2.336 0.016
H 2.741 0.298 -1.313 0.010
H 4.468 3.932 -0.130 0.028
H 3.019 4.876 0.269 0.005
H 3.329 4.395 -1.408 0.016
H 1.752 4.758 2.358 0.021
H 0.425 5.839 2.837 0.028
H 0.978 5.793 1.148 0.006
H 0.233 2.077 3.347 0.002
H -1.523 2.300 3.340 0.011
H -0.483 3.485 4.152 0.031
H -2.158 5.188 0.495 0.008
H -2.311 5.390 2.252 0.028
H -2.916 3.915 1.468 0.016
H 1.519 5.784 -1.278 -0.006
H -0.133 6.335 -0.977 0.021
H 0.533 6.397 -2.619 0.029
H 1.807 3.818 -3.545 0.022
H 0.300 3.524 -4.438 0.027
H 0.953 2.288 -3.345 -0.005
H -2.510 4.912 -1.855 0.017
H -2.427 3.519 -2.950 0.012
H -1.857 5.109 -3.489 0.030
O 2.360 -1.538 1.005 0.074
C 1.315 -0.946 1.123 -0.640
O 0.759 -0.192 0.203 -0.318
C 0.583 -0.911 2.455 -0.243
N -0.896 -0.799 2.341 -0.027
C -1.390 -1.089 3.706 -0.176
C -0.314 -1.960 4.409 -0.151
C 0.796 -2.119 3.359 -0.126
H 0.954 -0.008 2.953 0.142
H -1.203 -1.570 1.747 0.035
H -2.130 0.637 1.909 0.092
H -2.361 -1.578 3.640 0.117
H -1.530 -0.146 4.236 0.099
H -0.711 -2.923 4.729 0.100
H 0.060 -1.448 5.297 0.101
H 0.639 -3.016 2.762 0.101
H 1.798 -2.160 3.783 0.120
C 2.712 -4.216 -1.540 -0.080
C 1.991 -5.289 -0.747 -0.440
C 2.112 -5.060 0.745 -0.058
O 0.587 -5.456 -1.087 -0.323
P -0.458 -4.388 -1.653 -0.128
S -0.143 -3.877 -3.514 0.273
S -0.633 -2.918 -0.300 0.446
O -1.764 -5.306 -1.663 -0.321
C -2.390 -6.104 -0.642 -0.449
C -2.650 -5.353 0.649 -0.093
C -1.618 -7.393 -0.417 -0.057
H 3.776 -4.278 -1.298 0.086
H 2.361 -3.219 -1.262 0.063
H 2.579 -4.348 -2.611 0.046
H 2.418 -6.261 -0.996 0.134
H 1.821 -4.040 0.985 0.034
H 3.151 -5.203 1.055 0.085
H 1.481 -5.759 1.298 0.078
H -3.347 -6.347 -1.098 0.135
H -1.724 -5.159 1.194 0.055
H -3.304 -5.970 1.272 0.079
H -3.135 -4.395 0.462 0.068
H -0.673 -7.194 0.090 0.067
H -1.398 -7.879 -1.369 0.085
H -2.215 -8.071 0.198 0.079
```

## Properties
2S+1 = 2
net charge = -1
E_tot = -6572.03727 a.u.
expectation value of S² = 0.762
energy relative to the best compared isomer or geometry (same formula, charge and spin) = 46.82 kcal/mol